Entry 1:
Below is a cluster of 6 separate species, C17H34NO16S4 in total, with properties calculated with the ωB97M-V functional and the def2-TZVPD basis.

Calculated values
HOMO level: -0.201 Ha
energy relative to the best compared isomer or geometry (same formula, charge and spin): 36.04 kcal per mole
net charge: -1
spin multiplicity: 1

Geometry (Å):
N1 -1.74081 1.20771 0.79855
O1 -2.32218 0.53198 1.64645
O2 -0.95522 0.59609 0.04172
O3 -2.01822 2.40894 0.68950
C1 -2.68632 -2.52297 -1.10485
C2 -2.38863 -3.91762 -0.70742
O4 -2.01289 -4.59222 -1.87101
S1 -2.88228 -4.11233 -3.16413
O5 -4.16952 -4.83005 -3.21407
O6 -2.14092 -3.82982 -4.43060
O7 -3.04137 -2.57996 -2.47942
H1 -1.84373 -1.83572 -1.02845
H2 -3.49917 -2.08083 -0.52876
H3 -3.20392 -4.42273 -0.18947
H4 -1.50069 -3.89415 -0.07567
O8 -2.02507 3.01851 -2.56926
S2 -1.58502 2.13143 -3.61545
O9 -1.87528 2.48007 -4.97587
O10 0.07171 1.89887 -3.50876
C3 0.84422 1.34471 -4.56345
C4 1.80730 0.32773 -3.86522
C5 -2.07514 0.41728 -3.26343
H5 1.45523 2.11074 -5.04091
H6 0.18154 0.88490 -5.29661
H7 2.05173 0.78579 -2.90681
H8 2.72042 0.10848 -4.41862
H9 1.24843 -0.57930 -3.63486
H10 -1.44372 0.06495 -2.44779
H11 -1.94381 -0.19124 -4.15818
H12 -3.14233 0.36580 -3.04769
O11 -0.60559 1.11594 7.03379
S3 -0.60488 0.55341 5.66151
O12 -1.82499 0.71114 4.86743
O13 0.67789 1.20448 4.84084
C6 0.63010 0.94332 3.44075
C7 2.06706 0.75620 2.89383
C8 0.02744 -1.20156 5.76814
H13 0.18349 1.79649 2.93013
H14 0.03801 0.08115 3.13380
H15 2.12060 0.60548 1.81562
H16 2.50083 -0.15067 3.31517
H17 2.72571 1.57723 3.17699
H18 0.24131 -1.70468 4.82515
H19 -0.80265 -1.75487 6.20733
H20 0.97226 -1.12684 6.30647
O14 3.88740 2.32048 -0.77817
S4 3.04300 3.29874 -0.12943
O15 3.21274 3.60569 1.26576
O16 3.19458 4.81312 -0.95348
C9 3.03626 4.80941 -2.39904
C10 3.89527 5.85759 -3.08774
C11 1.29008 3.02916 -0.46753
H21 2.03101 5.02670 -2.76009
H22 3.34227 3.84640 -2.80779
H23 3.58375 6.89983 -3.01860
H24 4.03225 5.69402 -4.15666
H25 4.87790 5.81134 -2.61829
H26 1.06850 3.02474 -1.53476
H27 0.59253 3.56891 0.17293
H28 1.13048 2.00019 -0.14526
C12 -2.00391 -4.04187 3.27297
C13 -1.27537 -5.21514 3.05234
C14 -0.12744 -5.20248 2.30193
C15 0.31705 -3.99952 1.83524
C16 -0.41153 -2.85527 2.01308
C17 -1.55154 -2.84234 2.74941
H29 -2.98832 -4.06216 3.71673
H30 -1.75865 -6.08446 3.47319
H31 0.34409 -6.05965 1.84442
H32 1.21625 -4.04014 1.23843
H33 -0.06569 -1.91925 1.59996
H34 -2.14386 -1.98529 3.03407

Forces on the atoms, in the same order (eV/Å):
N -1.316 -0.295 0.184
O -0.532 -0.673 1.190
O 1.206 0.384 -1.041
O 0.929 0.206 -0.442
C -0.437 1.434 -0.178
C 0.586 -0.133 1.697
O 0.277 -1.451 -2.754
S -0.761 2.714 -0.777
O 2.971 1.369 0.155
O -1.616 -1.652 3.744
O -0.845 -1.456 -1.775
H 0.173 -0.149 0.135
H -0.069 -0.093 -0.059
H -0.079 -0.062 -0.190
H -0.192 -0.384 0.126
O 1.062 -1.024 -0.863
S 0.671 -0.570 0.478
O 0.034 -0.242 -0.104
O -1.775 1.186 0.865
C 0.849 -1.069 0.170
C -1.125 0.636 -0.074
C -0.029 0.448 -0.394
H -0.309 0.269 -0.047
H 0.162 -0.022 -0.132
H 0.321 -0.053 -0.020
H -0.183 0.029 -0.108
H 0.179 -0.146 -0.090
H -0.266 0.178 0.135
H 0.348 0.188 -0.073
H 0.140 0.311 0.328
O 0.511 -1.331 -2.914
S -0.285 1.020 0.585
O 2.126 -0.759 1.224
O -1.459 -0.772 1.428
C 1.083 0.359 -2.244
C -0.143 -0.297 0.888
C -0.710 0.942 -0.340
H -0.201 0.061 0.202
H -0.230 -0.086 0.510
H -0.424 0.281 -0.037
H 0.043 -0.131 0.203
H -0.155 0.117 -0.123
H -0.209 0.631 -0.390
H 0.376 0.014 0.537
H -0.441 -0.099 0.445
O -0.707 0.747 0.298
S -1.150 2.060 -1.061
O 0.227 -0.073 -1.025
O 0.040 -1.380 0.261
C 0.137 0.021 -0.657
C 1.138 0.406 0.686
C 0.549 -1.439 0.433
H -0.526 -0.396 0.802
H -0.065 -0.199 0.214
H -0.443 -0.117 0.407
H -0.198 -0.479 0.025
H 0.242 0.069 -0.168
H 0.093 0.382 0.135
H 0.430 0.616 -0.277
H -0.028 -0.317 -0.071
C 0.439 -0.372 -0.500
C -1.757 -0.002 0.720
C -0.156 -0.531 -0.414
C 0.680 -0.102 -0.856
C 1.201 1.826 -0.265
C -1.441 -0.519 1.283
H 0.105 -0.184 0.467
H 0.399 -0.556 -0.248
H 0.100 -0.519 0.788
H 0.081 0.462 -0.171
H 0.104 0.176 -0.179
H 0.249 0.589 -0.685

These are the Löwdin partial charges, in e, on atoms 1 to 4:
1 N -0.64
2 O -0.06
3 O -0.10
4 O -0.03

***

Entry 2:
Below is the molecule C3H7N3S, with properties calculated with the ωB97M-V functional and the def2-TZVPD basis.

Calculated values
HOMO level: -0.320 Ha
energy relative to the best compared isomer or geometry (same formula, charge and spin): 39.46 kcal per mole
spin multiplicity: 1
SMILES string: [H]/N=C(/N)CSN=C

Geometry (Å):
C1 1.47796 -0.51414 -0.24607
C2 0.87757 -0.03111 1.09296
C3 -2.81598 0.28789 -0.43638
H1 -0.16723 -1.40952 -1.16514
H2 1.35946 -1.71906 -1.80822
H3 3.11232 0.51127 0.09966
H4 0.66976 -0.91969 1.72187
H5 1.58866 0.64220 1.57770
H6 -3.19612 1.26954 -0.02954
H7 -3.56321 -0.41570 -0.86959
N1 0.82232 -1.36829 -1.01711
N2 2.65161 -0.08823 -0.59044
N3 -1.62529 -0.13852 -0.19236
S1 -0.62384 0.92190 0.66310

Forces on the atoms, in the same order (eV/Å):
C 2.513 2.567 1.822
C -0.812 -1.571 -1.643
C 0.193 -0.213 1.062
H -0.284 0.299 0.684
H -0.088 0.392 0.340
H -0.492 -0.384 -0.119
H -0.121 0.658 -0.116
H -0.442 0.015 -0.101
H 0.364 -0.876 -0.616
H 0.822 0.657 0.005
N -0.178 -1.959 -1.695
N -0.365 -0.519 -0.178
N -1.185 0.112 -0.154
S 0.075 0.820 0.711

These are the Löwdin partial charges, in e, on atoms 1 to 4:
1 C -0.62
2 C -0.39
3 C -0.16
4 H 0.06

***

Entry 3:
Below is a cluster of 4 separate species, C5H15NO2 in total, with properties calculated with the ωB97M-V functional and the def2-TZVPD basis.

Calculated values
HOMO level (alpha / beta): -0.468 / -0.463 Ha
energy relative to the best compared isomer or geometry (same formula, charge and spin): 166.93 kcal per mole
net charge: +1
spin multiplicity: 2

Geometry (Å):
C1 0.91011 0.90103 -1.55523
N1 0.60898 0.26039 0.80070
C2 0.01574 0.21559 -0.48268
C3 -3.31602 1.33894 0.08740
C4 -3.17729 0.09033 0.71321
C5 -2.30453 -0.93066 1.15864
H1 0.57534 0.52234 -2.51843
H2 1.98635 0.59794 -1.38187
H3 0.80899 2.02006 -1.59081
H4 1.61997 0.28924 0.74153
H5 -0.24880 -0.85848 -0.75496
H6 -0.94640 0.73127 -0.45924
H7 -2.89936 1.43904 -0.95135
H8 -4.24993 1.80965 0.25318
H9 -4.19258 -0.25324 0.86209
H10 -2.81093 -1.87558 1.23119
H11 -1.27408 -0.81833 1.53151
H12 2.85528 -1.05102 -0.25928
H13 0.19496 0.95967 1.37773
O1 3.29888 0.14125 0.45979
H14 3.62498 -0.05049 1.33917
H15 2.34087 -2.45937 -0.39927
O2 2.39917 -1.70584 -0.97905

Forces on the atoms, in the same order (eV/Å):
C 0.136 -0.180 0.036
N -0.528 -0.746 1.278
C -0.137 -0.496 -1.781
C 0.539 -3.252 -1.806
C 1.536 -0.445 0.597
C -1.108 2.208 -1.136
H 0.331 0.057 -0.258
H -1.447 0.522 -0.495
H 0.121 -1.040 0.385
H -0.194 0.121 0.328
H 0.681 1.155 -0.053
H -0.041 0.228 0.057
H 0.435 0.723 1.414
H -0.605 0.982 0.412
H -0.785 0.023 0.631
H 0.178 -0.502 0.116
H -0.294 0.192 -0.254
H -1.493 -1.726 -2.622
H 0.442 0.716 0.391
O 0.583 0.920 -0.189
H 0.518 -0.119 0.936
H -0.228 -1.036 -0.075
O 1.358 1.693 2.089

These are the Löwdin partial charges, in e, on atoms 1 to 4:
1 C -0.08
2 N 0.00
3 C -0.37
4 C 0.25

***

Entry 4:
Below is a structure of composition C28H34AuNO, with properties calculated with the ωB97M-V functional and the def2-TZVPD basis.

Calculated values
HOMO level: -0.527 Ha
energy relative to the best compared isomer or geometry (same formula, charge and spin): 0.00 kcal per mole
net charge: +2
spin multiplicity: 1

Geometry (Å):
Au1 -1.05022 -0.31185 -0.58067
C1 -3.48861 -1.34744 3.03997
C2 -2.28058 -1.00754 2.16129
C3 -1.05735 -1.82029 2.58118
C4 -2.66679 -1.20413 0.70317
C5 -2.79630 -2.50831 0.14676
C6 -3.48097 -2.71269 -1.02375
C7 -4.07424 -1.64885 -1.74184
C8 -4.87039 -1.92818 -2.98292
C9 -3.92560 -0.37134 -1.25038
C10 -3.22845 -0.13241 -0.04066
H1 -3.25872 -1.16729 4.08999
H2 -3.75673 -2.39994 2.93063
H3 -4.35893 -0.74716 2.77374
H4 -2.05444 0.05694 2.29059
H5 -1.26336 -2.89109 2.57029
H6 -0.77301 -1.56773 3.60384
H7 -0.20398 -1.63973 1.92069
H8 -2.38846 -3.35447 0.68392
H9 -3.58722 -3.72217 -1.40306
H10 -5.85947 -2.30496 -2.71574
H11 -4.39154 -2.68979 -3.59793
H12 -5.00792 -1.02981 -3.58172
H13 -4.37670 0.46627 -1.76777
H14 -3.29266 0.84654 0.42319
C11 -0.34510 -0.92340 -3.65325
N1 1.06249 -1.07554 -3.29339
C12 1.91534 -1.88232 -4.17506
C13 1.55140 -0.54126 -2.18649
C14 3.01935 -0.65309 -1.91381
O1 0.84128 0.08564 -1.33924
H15 -0.44546 -1.06943 -4.72485
H16 -0.68691 0.08032 -3.41325
H17 -0.97123 -1.65736 -3.13766
H18 1.36512 -2.09894 -5.08457
H19 2.18602 -2.82555 -3.70160
H20 2.81925 -1.34017 -4.44253
H21 3.33204 -1.69790 -1.89568
H22 3.23605 -0.19345 -0.95443
H23 3.59322 -0.15308 -2.69562
C15 5.15206 -1.05418 1.26667
C16 5.09535 0.33002 1.14040
C17 3.93225 1.00792 1.45899
C18 2.81805 0.29803 1.90600
C19 2.87915 -1.08528 2.04479
C20 4.04687 -1.75948 1.72026
C21 1.55096 0.98386 2.23113
C22 1.23095 2.19271 1.92480
C23 0.88452 3.46581 1.61274
C24 1.16945 4.52594 2.52412
C25 0.82864 5.81096 2.18919
C26 0.22064 6.05743 0.95520
C27 -0.05910 5.03519 0.04004
C28 0.26372 3.74300 0.35803
H24 6.06724 -1.57917 1.02836
H25 5.96401 0.88007 0.80469
H26 3.89758 2.08787 1.37344
H27 2.01942 -1.63350 2.41058
H28 4.09733 -2.83358 1.83680
H29 0.77532 0.41699 2.74953
H30 1.64395 4.29267 3.46807
H31 1.02998 6.62889 2.86619
H32 -0.04022 7.07602 0.69534
H33 -0.52468 5.27355 -0.90564
H34 0.07635 2.92121 -0.32112

Forces on the atoms, in the same order (eV/Å):
Au 0.068 0.041 -0.069
C -0.003 -0.005 0.001
C 0.002 -0.009 -0.012
C -0.015 0.009 -0.025
C -0.073 -0.003 0.065
C -0.018 0.003 -0.017
C -0.012 0.042 -0.021
C 0.018 -0.019 0.026
C -0.003 0.000 0.005
C 0.014 -0.026 -0.021
C 0.046 -0.043 0.040
H 0.001 0.001 0.000
H -0.001 0.001 0.002
H 0.005 -0.001 0.000
H -0.008 0.004 0.003
H 0.001 -0.008 -0.005
H 0.000 0.002 0.010
H -0.033 -0.004 -0.001
H -0.008 -0.007 0.010
H -0.004 0.004 -0.002
H 0.003 -0.009 -0.002
H 0.005 0.004 -0.003
H -0.003 0.000 0.005
H 0.002 -0.002 0.003
H -0.023 0.003 -0.010
C -0.004 0.003 0.027
N -0.005 0.055 0.041
C 0.014 -0.001 -0.031
C -0.051 -0.079 0.038
C 0.012 0.047 0.006
O 0.033 -0.016 -0.110
H -0.005 -0.012 0.016
H -0.005 0.011 0.025
H -0.004 0.008 -0.002
H 0.006 0.002 0.004
H 0.001 0.001 0.004
H -0.004 -0.009 -0.012
H -0.008 0.009 0.013
H -0.007 -0.013 0.000
H 0.008 -0.005 0.011
C 0.004 0.009 0.022
C 0.009 -0.002 0.010
C -0.003 0.004 -0.020
C -0.012 -0.006 0.017
C -0.011 -0.012 -0.012
C 0.006 -0.005 -0.009
C 0.039 -0.003 -0.145
C -0.058 0.003 0.065
C 0.055 0.006 -0.007
C -0.038 -0.014 0.028
C 0.013 0.010 -0.011
C 0.007 -0.006 -0.003
C -0.014 0.004 0.008
C 0.020 0.009 0.000
H 0.002 -0.002 -0.003
H 0.002 0.000 0.003
H -0.002 0.000 0.004
H 0.031 0.013 0.013
H 0.003 0.000 0.004
H 0.008 0.017 0.031
H 0.004 0.007 -0.001
H 0.002 -0.002 0.001
H -0.002 0.001 0.004
H 0.002 -0.005 -0.002
H -0.005 -0.007 -0.008

These are the Löwdin partial charges, in e, on atoms 1 to 4:
1 Au 0.97
2 C -0.04
3 C -0.41
4 C -0.08

***

Number 1: electronic energy -95766.13159 eV. Number 2: electronic energy -18528.75943 eV. Number 3: electronic energy -10998.65030 eV. Number 4: electronic energy -36802.17945 eV.